The following is a quantum chemistry calculation of C23H24BrF2N5O2SbScSe4 as an isolated structure, from OMol25.

Charge: 0
Largest force on an atom: 3.918 eV Å⁻¹
ΔE to the lowest compared entry with this formula, charge and spin: 0.000 eV
E_LUMO: -1.46 eV
Electronic energy: -14695.7123 Ha

```
63
Properties=species:S:1:pos:R:3:forces:R:3
Sc -0.570712 -0.778941 -0.877436 -1.60 -1.81 -0.68
N 1.541296 2.270156 -2.310700 -0.37 0.13 -0.35
C 0.437835 2.558220 -1.418877 -0.05 0.07 -0.51
C -0.267121 3.919412 -1.633491 -0.20 -0.19 0.25
C -1.081105 4.406152 -0.416651 0.31 -0.04 -0.15
C -0.187769 5.081462 0.633200 -0.30 -0.24 -0.14
N 0.851444 4.213427 1.161110 -0.30 0.20 0.57
C 0.761416 3.458540 2.247897 -0.40 0.31 -0.49
N -0.412233 3.353384 2.903912 -0.07 0.01 0.19
N 1.823093 2.835505 2.705862 0.44 -0.24 0.14
C -0.488146 1.359383 -1.462487 -0.32 1.31 -0.25
O -1.349571 1.105174 -0.550113 -0.69 1.04 -0.31
O -0.367674 0.490251 -2.389201 -0.43 0.47 -1.05
H 2.259917 2.981469 -2.237149 0.06 -0.10 0.12
H 1.237782 2.184605 -3.273731 -0.05 -0.06 0.01
H 0.832086 2.577595 -0.408251 0.04 -0.17 0.01
H -0.886698 3.887775 -2.533311 0.03 0.04 0.00
H 0.541534 4.633165 -1.809867 -0.03 0.02 -0.15
H -1.610482 3.566658 0.035041 -0.12 -0.10 -0.01
H -1.830087 5.133705 -0.737621 0.00 0.00 0.03
H -0.795959 5.463983 1.456546 0.09 0.08 0.01
H 0.310455 5.932480 0.169003 0.05 0.04 0.09
H 1.745861 4.146762 0.664832 0.42 -0.09 -0.18
H -1.274116 3.598009 2.452005 0.05 -0.02 -0.01
H -0.449020 2.767700 3.718177 -0.07 -0.03 0.03
H 2.680342 2.825864 2.145681 0.10 0.17 0.12
H 1.761339 2.097314 3.390276 0.00 -0.06 -0.07
F -5.550035 -2.889901 -1.177853 -0.23 0.03 0.02
C -4.238615 -3.112571 -1.167333 0.20 -0.09 -0.03
C -3.483369 -2.579320 -0.148625 0.04 0.11 0.14
C -2.096956 -2.780255 -0.106954 -0.35 -0.61 -0.36
C -1.500587 -3.548045 -1.135972 0.01 0.10 0.09
C -2.332237 -4.093194 -2.113922 -0.03 0.15 0.13
F -1.776862 -4.819571 -3.081590 0.09 -0.11 -0.17
C -3.690945 -3.889829 -2.166796 -0.12 -0.02 -0.05
C -0.028448 -3.683600 -1.334590 0.21 -0.12 -0.15
C 0.628247 -4.900814 -1.360722 -0.18 -0.02 0.15
C 1.994137 -4.914631 -1.601160 0.08 0.01 0.03
C 2.658300 -3.719835 -1.826875 -0.10 -0.15 -0.03
C 1.929457 -2.546763 -1.803559 -0.08 0.16 -0.06
N 0.611879 -2.524668 -1.554677 0.06 -0.90 -0.32
H -3.991308 -2.039809 0.636659 -0.01 -0.01 0.01
H -4.293519 -4.304984 -2.963065 0.03 0.00 0.04
H 0.076085 -5.811576 -1.170151 0.02 -0.01 -0.04
H 2.531873 -5.854309 -1.601493 0.00 0.02 -0.01
H 3.723648 -3.674481 -2.001812 0.00 0.06 0.00
H 2.414962 -1.591929 -1.959746 0.13 0.06 -0.01
Br 0.542344 -0.497991 4.959759 0.22 0.08 -0.06
C -0.126522 -1.150126 3.330225 -0.13 -0.15 -0.09
C -1.211546 -0.508147 2.765281 -0.02 0.09 0.20
C -1.812581 -1.023493 1.640301 -0.20 -0.27 -0.15
C -1.341488 -2.202592 1.035148 -0.02 0.01 0.80
C -0.211256 -2.808815 1.605669 -0.19 -0.08 -0.03
C 0.394217 -2.290780 2.738427 0.01 0.01 0.08
H -1.618499 0.374364 3.232834 -0.03 0.09 0.00
H -2.696193 -0.520559 1.269649 0.07 0.06 -0.16
H 0.169736 -3.731570 1.193394 0.08 0.00 -0.06
H 1.260949 -2.774689 3.166457 -0.01 -0.02 -0.02
Se 4.839554 -0.397910 -1.445335 -0.33 -0.03 -0.05
Sb 3.595640 0.878367 0.192765 2.22 0.23 -0.22
Se 4.463054 0.605794 2.442485 -0.61 -0.16 0.13
Se 3.698454 3.306121 -0.221316 -0.10 0.24 0.20
Se 1.254723 -0.047124 0.109815 2.66 0.50 2.83
```
Forces are in eV/Å.

The following is a quantum chemistry calculation of C19H28Br12F9NO4S as an isolated structure, from OMol25.

Charge: 0
Largest force on an atom: 9.783 eV Å⁻¹
E_LUMO: -0.24 eV
Electronic energy: -33281.4293 Ha

```
74
Properties=species:S:1:pos:R:3:forces:R:3
C 5.023364 1.541867 3.211356 0.93 -1.33 0.24
O 4.035135 0.551318 3.319797 -1.09 1.07 -0.22
C 4.144304 -0.410013 2.299139 0.22 -0.54 0.37
C 2.850378 -1.117985 2.029629 -0.66 0.27 0.70
C 1.669965 -0.273089 1.625592 0.77 0.62 -0.24
C 1.780789 0.363958 0.258732 -0.08 -1.59 0.88
C 1.893647 -0.503276 -0.963973 -0.09 0.99 0.00
O 2.922525 -1.493107 -0.999811 -0.11 0.47 1.85
C 2.727624 -2.114225 -2.143625 -4.41 4.94 1.35
O 3.376343 -2.908620 -2.569766 5.90 -7.01 -3.43
O 1.634155 -1.653289 -2.794828 -0.86 0.65 -0.45
C 0.760127 -1.141603 -1.750057 0.33 -0.30 0.54
C 0.042820 -2.407332 -1.261755 0.59 0.59 0.95
C 0.346915 -2.918291 0.139139 -0.95 -1.04 -0.84
C 0.112057 -4.430060 0.177314 0.17 0.26 0.85
N -0.683360 -4.872866 1.319878 -0.05 -0.18 -0.49
C -0.152914 -0.037899 -2.195136 -0.47 -0.53 0.21
C -1.370948 0.087312 -1.288501 0.78 -1.10 0.23
C -1.943875 1.439144 -1.346939 -1.01 -1.90 -0.23
F -1.968765 1.764029 -2.625052 -0.45 0.76 -2.75
F -1.193403 2.318025 -0.784757 1.80 2.41 2.08
C -3.422600 1.539506 -0.922588 2.74 2.21 2.91
F -3.931502 2.546111 -1.524097 -0.89 3.60 -1.20
F -4.048113 0.545816 -1.308087 -2.57 -5.39 -1.74
S -3.776502 1.765764 0.925610 -0.79 -0.55 -1.34
F -2.434878 1.102446 1.303424 2.07 -0.59 0.38
F -4.465185 0.385398 1.006441 -0.62 -1.94 -0.01
F -5.161297 2.382981 0.595971 -1.64 0.73 -0.54
F -3.172986 3.170788 0.900089 1.48 1.90 -0.18
F -4.067051 1.945794 2.414432 -0.37 0.43 2.24
H 4.849065 2.370911 3.853621 -0.58 0.56 0.61
H 5.127800 1.917749 2.204196 0.38 -0.27 -0.14
H 5.955329 1.096548 3.526875 0.75 -0.09 0.01
H 4.612285 -0.010075 1.416606 0.17 0.40 -0.58
H 4.784871 -1.168323 2.708638 0.85 -0.63 -0.17
H 2.581295 -1.528143 2.981302 -0.22 -0.58 0.73
H 2.999536 -1.946813 1.375157 0.39 -0.52 -0.54
H 1.654220 0.532567 2.327815 -0.11 0.78 0.57
H 0.752095 -0.775496 1.790785 -0.91 -0.76 -0.09
H 2.667649 0.942636 0.277265 0.94 0.69 -0.08
H 0.983620 1.066258 0.153331 -0.68 0.51 -0.47
H 2.259066 0.201808 -1.688800 -0.03 0.66 -0.60
H 0.290621 -3.184879 -1.938103 0.37 -0.62 -0.84
H -1.015492 -2.320872 -1.330864 -0.88 0.16 -0.14
H 1.348616 -2.765369 0.455267 0.69 0.63 0.34
H -0.374218 -2.500153 0.804661 -0.18 0.71 0.81
H -0.307940 -4.779919 -0.742678 -0.61 -0.18 -0.64
H 1.088210 -4.877897 0.220450 0.11 -0.28 0.17
H -0.139182 -5.533735 1.838158 -0.04 -0.25 0.51
H -0.950869 -4.112961 1.919115 0.02 0.15 0.22
H -0.529502 -0.291337 -3.161305 0.02 0.21 -0.94
H 0.367456 0.893091 -2.185139 0.49 0.65 -0.49
H -2.074342 -0.616174 -1.654032 -0.97 -0.51 -0.18
H -1.156086 -0.209521 -0.284021 0.20 0.02 0.81
C 2.122706 4.425405 2.339079 -0.01 0.09 -0.10
Br 0.454100 3.497516 2.423681 -0.27 -0.14 -0.02
Br 3.478578 3.350627 1.505051 -0.73 0.87 -0.44
Br 1.927820 6.139705 1.493583 0.16 0.02 -0.02
H 2.439238 4.599948 3.355034 0.06 0.03 0.06
C -2.838201 7.943681 -0.126409 0.03 0.06 -0.02
Br -1.082318 7.784195 0.641841 -0.10 -0.03 -0.01
Br -3.653241 9.632381 0.298809 0.01 0.01 -0.01
Br -2.813733 7.619961 -2.021246 0.01 0.01 0.00
H -3.448867 7.174717 0.318518 -0.04 -0.06 0.04
C -7.284403 1.383680 -3.990641 -0.08 -0.01 0.04
Br -8.990559 2.142554 -4.452451 0.00 -0.02 0.01
Br -6.707346 1.926209 -2.241529 -0.42 0.01 -0.14
Br -7.285628 -0.531848 -4.170170 0.00 0.00 0.01
H -6.565450 1.767613 -4.695920 0.05 0.03 -0.06
C 2.700415 -7.708354 -0.471761 -0.01 0.08 -0.06
Br 2.801539 -5.924328 -1.179548 0.48 -0.23 -0.33
Br 1.435621 -7.854063 0.974446 -0.02 -0.01 0.00
Br 2.338467 -8.995081 -1.851196 -0.03 -0.01 -0.01
H 3.670390 -7.943021 -0.065043 0.07 -0.02 0.05
```
Forces are in eV/Å.

The following is a quantum chemistry calculation of C6H9O3Tl as an isolated structure, from OMol25.

Spin multiplicity: 2
Charge: +3
Largest force on an atom: 10.658 eV Å⁻¹
⟨S²⟩: 0.8535
ΔE to the lowest compared entry with this formula, charge and spin: 0.000 eV
E_LUMO (alpha / beta): -17.34 / -17.82 eV
Electronic energy: -630.6318 Ha

```
19
Properties=species:S:1:pos:R:3:forces:R:3
O 1.532820 1.406674 0.005579 -2.08 -1.91 0.92
Tl -2.860113 -0.832993 0.361987 -4.94 -1.95 0.73
C -1.489406 0.743014 0.034975 5.48 6.41 -6.52
O -0.614263 -1.329585 0.152374 1.81 2.89 -1.87
C 0.910108 0.586193 0.684831 4.93 3.68 -1.85
C 1.294221 0.351861 2.109700 -0.36 -1.16 0.69
H 2.338946 0.643782 2.258910 -0.03 0.21 -0.47
H 1.234608 -0.704975 2.398216 -0.30 0.22 0.19
H 0.690430 0.991535 2.768483 -0.14 -0.21 -0.07
C -0.245826 -0.062847 0.001089 -3.04 -3.95 4.08
O -1.225567 1.667240 -0.914502 -3.30 -2.76 6.01
C -0.883251 1.771294 -2.292470 0.60 0.22 -2.54
H 0.125766 2.188201 -2.372753 -0.05 -0.01 0.28
H -0.932404 0.752469 -2.683330 0.00 0.15 -0.26
H -1.591933 2.447465 -2.782452 -0.07 -0.16 0.22
C 0.274648 -2.463101 0.061821 1.62 -1.58 0.52
H 1.101004 -2.254802 -0.623702 -0.26 0.03 -0.05
H 0.666812 -2.578623 1.074433 0.04 -0.35 -0.02
H -0.326602 -3.322799 -0.243190 0.09 0.22 0.02
```
Forces are in eV/Å.

no.,molecular weight (g mol⁻¹)
1,1002.9
2,1496.3
3,333.5